# 1
Formula: C33H43AlBBeBrCl5F5KN6O12P
Source: the Open Molecules 2025 dataset
Level of theory: wB97M-V/def2-TZVPD

Atoms and positions in Å:
C  2.55  -0.01  4.59
C  2.45  -0.83  3.19
O  3.57  -0.57  2.27
P  3.66  1.07  1.79
O  4.62  1.87  2.75
C  2.01  1.96  1.71
C  1.32  1.92  0.22
C  0.32  0.66  0.16
C  -0.98  0.95  -0.71
C  -2.33  1.17  0.02
C  -3.62  1.45  -0.79
C  -3.68  1.56  -2.32
C  -5.07  1.84  -3.03
Br  -6.02  3.47  -2.37
C  -5.95  0.48  -2.93
C  -7.34  0.62  -2.15
C  -2.30  1.34  -3.08
C  -2.31  1.47  -4.68
C  -2.62  0.17  -5.51
C  -2.64  0.48  -7.06
C  -2.35  1.94  -7.46
N  -2.06  3.09  -6.66
C  -2.06  2.88  -5.26
C  -0.97  1.02  -2.29
N  0.34  0.78  -2.92
C  0.80  1.87  -3.79
C  1.02  1.83  -5.37
O  1.09  2.97  -3.21
C  0.50  -0.57  -3.47
C  -0.64  -1.68  -3.11
O  1.47  -0.99  -4.16
C  -4.71  1.54  0.34
O  -5.78  2.18  0.47
N  -4.18  0.67  1.43
C  -4.82  0.87  2.77
C  -6.28  0.15  2.82
C  -7.49  1.10  3.33
N  -6.43  -1.11  2.48
C  -2.76  1.16  1.55
O  -2.06  1.53  2.56
O  4.47  1.07  0.26
C  4.73  -0.31  -0.18
C  5.44  -0.35  -1.64
H  1.62  0.67  4.71
H  2.47  -0.77  5.47
H  3.54  0.55  4.72
H  2.46  -1.95  3.45
H  1.43  -0.59  2.71
H  2.19  3.09  1.92
H  1.26  1.57  2.48
H  0.84  2.92  -0.05
H  2.14  1.74  -0.58
H  0.89  -0.23  -0.29
H  -0.04  0.41  1.22
H  -4.90  2.01  -4.16
H  -6.20  0.13  -4.01
H  -5.30  -0.34  -2.47
H  -7.24  0.96  -1.07
H  -8.11  1.26  -2.71
H  -7.80  -0.44  -2.11
H  -2.83  -0.85  -5.06
H  -2.86  -0.35  -7.83
H  -2.38  2.14  -8.60
H  -1.86  3.76  -4.56
H  0.65  2.80  -5.85
H  0.48  0.91  -5.80
H  2.15  1.77  -5.63
H  -0.65  -1.85  -1.97
H  -1.69  -1.35  -3.42
H  -0.40  -2.68  -3.62
H  -4.96  1.99  3.00
H  -4.21  0.36  3.61
H  -7.95  1.64  2.43
H  -8.26  0.50  3.92
H  -7.03  1.91  3.99
H  -5.52  -1.51  2.19
H  3.75  -0.93  -0.28
H  5.47  -0.83  0.55
H  4.67  -0.01  -2.41
H  5.69  -1.46  -1.84
H  6.41  0.27  -1.66
K  5.41  0.94  4.81
O  -2.11  4.87  -9.65
H  -2.21  4.38  -8.84
B  -4.09  -0.74  6.76
F  -2.98  -1.50  7.26
F  -3.64  0.08  5.66
F  -5.12  -1.62  6.31
F  -4.59  0.11  7.80
Al  -7.45  4.82  -0.79
C  0.96  -3.32  5.55
O  0.85  -3.11  4.33
O  1.98  -3.08  6.23
O  0.07  -3.81  6.28
Be  0.65  -3.00  2.17
C  7.23  -3.95  3.37
Cl  6.94  -4.70  1.78
Cl  6.66  -5.03  4.65
Cl  8.97  -3.65  3.57
Cl  6.34  -2.41  3.46
Cl  -2.98  2.31  4.29
C  12.45  -5.20  1.09
O  13.44  -5.32  0.38
N  11.85  -6.25  1.70
N  11.86  -4.00  1.32
H  11.03  -6.17  2.28
H  12.26  -7.16  1.55
H  12.27  -3.19  0.88
H  11.04  -3.88  1.89
F  -7.85  3.63  2.94

Summary:
ΔE to the lowest compared entry with this formula, charge and spin: 0.00 kcal per mole
Lowest unoccupied orbital energy: -5.371 eV
2S+1: 1
HOMO: -6.297 eV
DFT total energy: -9111.51002 hartree

=====

# 2
Formula: C33H43FN5O4PdSi
Source: the Open Molecules 2025 dataset
Level of theory: wB97M-V/def2-TZVPD

Atoms and positions in Å:
Pd  0.02  -0.07  0.46
C  -1.09  1.70  -3.11
C  -0.08  2.29  -2.17
C  0.42  3.59  -2.40
C  1.40  4.12  -1.59
C  1.91  3.35  -0.57
C  1.36  2.07  -0.36
N  0.35  1.58  -1.15
N  1.70  1.24  0.64
Si  3.37  1.05  1.29
C  3.39  -0.71  1.87
C  3.65  2.22  2.72
C  4.58  1.35  -0.09
H  -1.00  2.16  -4.10
H  -2.10  1.87  -2.75
H  -0.93  0.63  -3.21
H  0.03  4.16  -3.24
H  1.78  5.12  -1.76
H  2.68  3.70  0.10
H  2.51  -0.89  2.50
H  4.29  -0.93  2.44
H  3.34  -1.39  1.01
H  3.19  1.84  3.63
H  3.26  3.23  2.54
H  4.72  2.31  2.89
H  4.38  0.68  -0.94
H  5.59  1.15  0.27
H  4.56  2.38  -0.47
C  -4.17  -0.70  -2.82
C  -4.17  0.15  -1.58
C  -5.34  0.80  -1.17
C  -5.37  1.61  -0.03
C  -6.65  2.31  0.37
C  -4.24  1.74  0.74
C  -3.03  1.05  0.40
C  -3.04  0.30  -0.82
N  -1.89  1.05  1.11
C  -1.72  1.23  2.57
C  -2.96  1.53  3.44
C  -2.57  1.53  4.92
C  -1.98  0.18  5.33
C  -0.72  -0.08  4.50
C  0.30  1.04  4.72
C  -0.31  2.38  4.31
C  -1.55  2.65  5.16
C  -0.69  2.35  2.83
C  -1.13  -0.12  3.03
H  -4.87  -1.52  -2.73
H  -3.18  -1.12  -3.01
H  -4.47  -0.11  -3.70
H  -6.25  0.70  -1.76
H  -7.22  2.62  -0.51
H  -6.44  3.20  0.97
H  -7.27  1.65  0.96
H  -4.26  2.41  1.57
H  -2.13  -0.20  -1.10
H  -3.74  0.78  3.24
H  -3.36  2.51  3.20
H  -3.47  1.73  5.51
H  -2.71  -0.62  5.16
H  -1.74  0.18  6.40
H  -0.28  -1.05  4.77
H  1.20  0.83  4.12
H  0.60  1.07  5.77
H  0.42  3.18  4.47
H  -1.99  3.62  4.89
H  -1.28  2.70  6.22
H  0.20  2.17  2.22
H  -1.12  3.31  2.52
H  -1.85  -0.91  2.84
H  -0.24  -0.34  2.42
F  3.53  -7.01  0.31
C  2.85  -5.99  0.84
C  1.70  -5.59  0.32
N  0.97  -4.54  0.85
C  -0.25  -4.07  0.20
C  -0.24  -2.56  0.02
O  -1.27  -1.90  0.35
O  0.79  -2.00  -0.47
C  1.40  -3.87  1.97
O  0.78  -2.94  2.45
N  2.59  -4.32  2.48
C  3.43  -5.33  2.00
O  4.49  -5.57  2.53
H  1.29  -6.09  -0.55
H  -1.12  -4.34  0.80
H  -0.32  -4.52  -0.79
H  2.93  -3.82  3.29

Summary:
Net charge: +1
Lowest unoccupied orbital energy (alpha / beta): -2.443 / -5.560 eV
2S+1: 5
<S²>: 6.097
HOMO (alpha / beta): -10.832 / -11.135 eV
DFT total energy: -2375.12319 hartree

=====

# 3
Formula: C33H43HfI2N8OS2Si
Source: the Open Molecules 2025 dataset
Level of theory: wB97M-V/def2-TZVPD

Atoms and positions in Å:
Hf  -17.40  -11.60  0.54
C  -17.89  -13.71  6.06
C  -18.20  -14.61  4.83
N  -17.00  -14.54  3.95
C  -16.80  -13.53  3.09
S  -17.75  -12.08  3.08
N  -15.80  -13.71  2.27
N  -15.60  -12.71  1.34
C  -14.44  -12.73  0.71
C  -13.54  -13.96  0.69
C  -14.15  -11.50  -0.09
C  -13.01  -11.29  -0.87
C  -12.81  -10.09  -1.47
C  -13.81  -9.05  -1.43
C  -14.97  -9.39  -0.78
N  -15.12  -10.59  -0.19
H  -18.57  -13.94  6.92
H  -18.02  -12.66  5.89
H  -16.84  -13.95  6.34
H  -19.10  -14.24  4.33
H  -18.40  -15.64  5.06
H  -16.53  -15.43  3.79
H  -14.20  -14.74  0.28
H  -13.20  -14.30  1.65
H  -12.68  -13.87  0.00
H  -12.25  -12.05  -0.92
H  -11.97  -9.87  -2.10
H  -13.61  -8.13  -1.93
H  -15.83  -8.70  -0.84
I  -17.72  -16.57  0.95
C  -19.36  -15.40  0.89
C  -20.64  -15.87  1.19
C  -21.69  -14.95  1.22
I  -23.66  -15.50  1.94
C  -21.47  -13.60  0.89
C  -22.46  -12.59  0.91
C  -22.11  -11.29  0.63
C  -20.78  -10.94  0.40
N  -19.80  -11.85  0.35
C  -20.16  -13.18  0.62
C  -19.09  -14.06  0.57
O  -17.91  -13.55  0.46
H  -20.76  -16.88  1.54
H  -23.40  -12.82  1.30
H  -22.79  -10.49  0.69
H  -20.61  -9.87  0.27
C  -19.40  -10.15  -6.53
Si  -18.45  -11.04  -5.24
C  -16.71  -11.34  -5.90
C  -19.36  -12.63  -4.85
C  -18.37  -10.10  -3.55
C  -18.86  -8.79  -3.51
C  -18.89  -8.04  -2.36
C  -18.45  -8.64  -1.21
N  -17.99  -9.93  -1.14
C  -17.87  -10.58  -2.31
S  -17.09  -12.18  -2.15
H  -19.45  -10.82  -7.39
H  -18.91  -9.20  -6.90
H  -20.46  -9.92  -6.31
H  -16.74  -11.82  -6.83
H  -16.00  -11.82  -5.24
H  -16.24  -10.41  -6.13
H  -19.46  -13.30  -5.71
H  -20.42  -12.56  -4.52
H  -18.80  -13.12  -4.04
H  -19.32  -8.45  -4.42
H  -19.08  -6.99  -2.22
H  -18.28  -7.95  -0.33
C  -18.16  -8.61  6.15
C  -17.62  -8.02  4.86
N  -18.25  -8.67  3.74
C  -19.68  -8.53  3.65
C  -20.46  -9.78  4.11
C  -17.48  -9.15  2.72
C  -16.00  -9.22  2.83
N  -18.03  -9.65  1.65
H  -17.71  -8.33  7.15
H  -18.04  -9.69  6.06
H  -19.27  -8.56  6.39
H  -16.56  -8.28  4.95
H  -17.72  -6.93  4.86
H  -19.94  -8.35  2.58
H  -19.98  -7.64  4.17
H  -19.98  -10.82  3.98
H  -21.51  -9.88  3.70
H  -20.48  -9.67  5.21
H  -15.63  -10.11  2.37
H  -15.69  -9.23  3.86
H  -15.54  -8.34  2.37
H  -19.05  -9.59  1.66

Summary:
Net charge: +1
ΔE to the lowest compared entry with this formula, charge and spin: 54.47 kcal per mole
Lowest unoccupied orbital energy: -3.375 eV
2S+1: 1
HOMO: -9.890 eV
DFT total energy: -3525.86055 hartree